# C4H5ClO

A cluster of 2 separate species, C4H5ClO in total (ωB97M-V/def2-TZVPD, the Open Molecules 2025 dataset).

The multiplicity is 1. Its energy relative to the best compared isomer or geometry (same formula, charge and spin) is 123.1 kcal/mol. The orbital gap comes out at 6.730 eV. The calculation puts the lowest unoccupied orbital energy at -2.0 eV. The value obtained for the max |F| is 0.078 hartree/bohr.

XYZ file:
```
11
Properties=species:S:1:pos:R:3:forces:R:3:lowdin_charge:R:1
C -0.3706 -0.0034 0.8552 -0.34 0.94 -3.86 -0.749
H 0.9125 0.9201 -0.5435 -0.11 -0.62 0.14 0.084
O -1.7904 0.5009 -1.1387 2.31 1.54 1.59 -0.255
C 0.5729 1.1010 0.4834 0.83 0.98 -1.18 -0.115
C -0.1363 -2.5217 0.1374 0.73 3.67 0.82 0.187
Cl -1.5460 0.1703 1.9777 -0.86 0.35 1.41 0.856
H 0.2825 -3.4855 0.0686 -0.23 -0.69 -0.32 0.034
C -0.1523 -1.3039 0.3614 -0.31 -3.18 -0.07 -0.168
H -2.1931 -0.3298 -1.0500 -1.03 -1.97 0.09 -0.099
H 1.5460 1.0813 1.0560 -1.28 0.30 0.00 0.108
H 0.1166 2.1231 0.2738 0.29 -1.32 1.37 0.116
```
Forces are in eV/Å.

# C27H39N8S4SiTc

A structure of composition C27H39N8S4SiTc (ωB97M-V/def2-TZVPD, the Open Molecules 2025 dataset).

The multiplicity is 4. Its net charge is +1. Its energy relative to the best compared isomer or geometry (same formula, charge and spin) is 0.0 kcal/mol. The orbital gap (alpha / beta) comes out at 6.056 / 6.317 eV. The calculation puts the lowest unoccupied orbital energy (alpha / beta) at -4.3 / -4.3 eV. The value obtained for the max |F| is 0.018 hartree/bohr.

XYZ file:
```
80
Properties=species:S:1:pos:R:3:forces:R:3:lowdin_charge:R:1
H -2.7593 -0.5269 -1.4785 -0.08 0.10 -0.02 -0.001
C -0.5221 4.8097 2.2625 -0.04 0.17 0.03 0.008
C -0.7901 -2.4555 -2.4388 -0.10 0.06 0.19 -0.450
C -3.3125 0.3939 -1.2686 -0.13 -0.09 -0.22 -0.157
N 0.6236 0.2565 2.4500 0.31 0.40 0.54 -0.148
H -0.5478 5.7780 2.7473 0.02 -0.06 0.00 0.130
C -2.7976 -4.4272 1.2837 0.07 0.22 -0.33 -0.371
H -1.0395 2.4062 -1.4839 -0.04 -0.08 -0.06 0.118
H 2.8928 3.5998 -2.1720 -0.05 0.00 -0.01 0.116
H -0.4614 -2.5994 -3.4626 0.01 0.03 -0.11 0.039
H -3.5096 -1.2976 1.2732 0.01 0.08 0.08 0.022
C 1.7872 -0.5531 -4.1105 0.00 -0.11 0.00 -0.528
H -0.2762 3.7135 4.0883 0.04 0.04 -0.07 0.119
H 1.4803 -4.8000 -3.2986 0.05 0.00 0.00 0.075
H 3.5032 -5.4948 2.0393 -0.02 0.05 0.04 0.082
H 0.5390 0.9213 -3.1540 -0.04 0.11 -0.01 0.056
H -0.3805 -0.2894 -4.0545 0.01 0.01 -0.02 0.092
C 2.8678 -4.7300 2.4901 -0.03 0.04 0.02 -0.074
C 0.4913 -0.1337 -3.4195 0.11 -0.09 0.09 -0.473
H -1.9874 4.6924 -1.9940 0.07 0.00 0.01 0.120
H -0.5070 5.6053 0.2538 -0.02 -0.07 0.02 0.134
C -0.3947 3.6600 3.0165 0.08 0.08 0.17 0.021
H -4.5553 -0.0509 1.9503 0.10 -0.03 -0.01 0.047
C -0.5407 4.7235 0.8804 0.03 0.16 0.09 0.027
C 0.1059 1.2418 3.1257 -0.23 -0.04 0.05 -0.235
N -0.6169 -1.7210 1.0523 -0.31 -0.23 -0.02 -0.022
H -0.4621 6.0652 -3.3119 0.02 -0.03 0.03 0.115
C -0.0742 5.2293 -2.7416 0.13 -0.03 -0.01 -0.079
H -1.8355 -2.1478 -2.4370 -0.05 -0.13 -0.02 0.070
C -0.3673 2.4188 2.4006 -0.06 0.01 -0.05 -0.119
C -0.6111 3.4869 0.2862 -0.04 -0.40 0.01 -0.158
C -3.5187 -0.2832 1.6807 -0.06 -0.10 0.12 -0.160
C -3.6293 2.6276 0.8511 -0.01 0.21 0.02 -0.148
H 2.6574 -0.2465 -3.5273 -0.04 0.02 -0.01 0.082
H 1.4437 2.1516 -0.8694 -0.06 0.02 -0.01 0.089
H -4.3823 0.1624 -1.3435 0.15 0.02 -0.02 0.052
H 0.8486 2.1110 4.9454 0.02 -0.07 0.01 0.095
H 4.4965 -3.5032 3.2236 0.04 0.01 0.03 0.118
N 2.7724 -2.3464 3.1370 0.15 -0.35 -0.15 0.014
H 1.9741 -4.6168 1.8736 0.04 -0.02 0.02 0.046
H -3.0711 1.1299 -2.0422 0.00 -0.07 0.06 0.036
H 2.8303 -2.2939 -2.2621 0.02 0.00 0.01 0.036
H -2.9184 -0.2743 2.5956 -0.08 -0.04 -0.04 0.036
C -0.4570 3.2904 -1.2142 0.05 0.03 0.06 -0.238
C 1.3167 4.9468 -2.7938 -0.04 0.03 0.01 -0.041
C 2.7750 -3.0457 -3.0472 -0.14 -0.05 -0.02 -0.515
S 0.2170 -1.0440 -1.8807 0.21 -0.06 0.43 0.778
H 2.5680 -5.0839 3.4793 0.00 0.01 -0.05 0.079
N -1.1295 1.1464 0.5257 0.48 0.51 -0.18 -0.249
H 3.9593 -3.0904 1.6057 0.04 0.07 -0.08 0.069
C 1.8330 3.8201 -2.1123 -0.08 0.11 -0.09 -0.076
H 1.8394 -0.0451 -5.0746 0.06 0.05 0.01 0.076
H -0.8190 1.5218 5.0314 0.06 0.04 -0.02 0.101
H 2.8343 -5.0323 -2.2101 0.03 -0.02 -0.04 0.068
H 2.3985 -2.4995 4.0645 0.05 0.06 0.02 0.153
N -1.8746 -3.6399 1.8116 -0.18 -0.41 0.66 0.112
C 2.0761 -4.3147 -2.5230 -0.05 0.16 0.07 -0.515
C -0.9246 4.4727 -2.0092 -0.02 -0.06 -0.01 -0.041
C 2.1614 -1.3780 2.4647 -0.15 0.12 0.14 -0.751
N -0.6584 2.3686 1.0691 -0.27 -0.10 -0.06 -0.057
S 2.5751 -1.0667 0.7849 -0.13 0.05 0.09 0.585
H -3.2969 3.4270 0.1820 -0.07 -0.05 0.05 0.029
C 1.0195 3.0095 -1.3933 -0.08 -0.11 0.02 -0.050
C 3.6199 -3.4094 2.5846 -0.16 0.08 0.12 -0.243
S 1.9497 -2.3190 -4.5077 -0.06 0.05 -0.02 0.882
H -1.2358 -3.7953 -0.7780 0.00 -0.03 -0.11 0.030
H 0.5365 0.3798 5.0198 -0.01 -0.06 0.02 0.071
H -3.3768 2.9108 1.8789 -0.05 0.05 -0.07 0.043
H -4.7206 2.5772 0.7861 0.09 -0.01 0.01 0.051
H 3.7888 -3.2899 -3.3614 0.01 -0.04 0.03 0.069
N -3.6144 -5.1324 0.8643 0.25 0.19 0.13 0.122
Tc 0.3771 -0.1574 0.4587 0.04 -0.25 -0.88 1.001
C 0.1729 1.3164 4.6204 -0.10 0.03 0.00 -0.013
H 1.9783 5.5857 -3.3624 -0.03 -0.03 0.01 0.107
H -0.9045 -4.5772 -2.3122 -0.12 0.00 0.00 0.091
Si -2.9136 0.9612 0.4458 0.14 -0.05 0.03 0.422
C -0.5999 -3.7578 -1.6610 0.19 0.06 -0.02 -0.511
S 1.0527 -4.1209 -1.0309 0.02 0.05 -0.08 0.838
C -1.2473 -2.6538 1.3876 -0.12 0.03 -0.39 -0.346
N 1.2785 -0.6742 3.1704 0.19 -0.25 -0.17 -0.003
```
Forces are in eV/Å.

# C37H70BrCl2F3NO9P

A cluster of 5 separate species, C37H70BrCl2F3NO9P in total (ωB97M-V/def2-TZVPD, the Open Molecules 2025 dataset).

The multiplicity is 1. Its structure (SMILES) is CCCCCCCCC[C@](C[C@@H](O)C(F)(F)F)(NP(CC)CC)[C@@](COO)(CC(=O)Br)OC[C@@H](Cl)[C@@H](C)Cl.CC(C)=O.CC(C)=O.CC(C)=O.CC(C)=O. The orbital gap comes out at 8.412 eV. The calculation puts the lowest unoccupied orbital energy at 0.3 eV. The value obtained for the max |F| is 0.042 hartree/bohr.

XYZ file:
```
124
Properties=species:S:1:pos:R:3:forces:R:3:lowdin_charge:R:1
H -1.9786 -4.0023 -2.6193 0.11 -0.02 -0.19 0.106
H -7.6254 -1.2777 4.9758 -0.13 0.05 -0.02 0.087
H 4.2143 1.1990 1.0770 0.17 -0.10 0.18 0.054
C 0.6658 0.0557 -3.0081 0.54 0.53 0.00 -0.043
H -7.1470 -2.6537 3.9629 0.01 0.00 -0.01 0.080
H -4.6292 1.4621 1.4246 -0.05 0.04 0.15 0.057
H -2.7672 -4.7247 -0.5453 0.08 -0.26 0.03 0.112
H -1.9632 -3.6700 4.3341 0.15 -0.24 0.23 0.088
C 7.4781 3.9360 3.8370 -0.16 0.13 0.10 -0.022
H -3.8324 -1.3842 4.8916 -0.13 0.15 0.00 0.055
H 9.0997 -2.7807 5.2990 0.00 0.01 0.00 0.081
H -1.5204 -3.1880 2.2706 0.13 -0.02 0.16 0.108
H 7.2810 1.1260 3.4807 0.13 0.06 -0.09 0.073
H -0.4049 -2.4302 -2.9315 0.43 0.09 0.02 0.104
C -0.9526 -2.1722 -2.0316 -0.78 0.04 -0.54 -0.174
H -1.1511 -4.1121 -0.1835 0.13 -0.15 -0.02 0.110
H 7.1397 4.8357 4.3453 -0.01 0.00 0.00 0.080
H -3.5565 -4.1069 4.9598 0.05 -0.22 0.06 0.094
H 3.2148 1.9584 2.3537 0.17 -0.02 0.20 0.060
H 7.9421 4.2149 2.8896 0.11 -0.10 0.02 0.085
H 0.2978 -0.5914 -3.7939 0.01 -0.21 -0.11 0.120
C 1.8557 -0.6842 -2.3871 -0.66 -0.90 -0.45 -0.239
H 7.0043 1.9103 1.8982 0.15 -0.04 0.05 0.091
H 7.8842 -3.3028 4.1169 -0.10 -0.09 0.05 0.085
Cl -6.7492 1.2908 -0.3430 -0.09 -0.32 -0.21 0.666
C -0.5437 0.4174 -2.0950 -0.76 -0.98 -0.31 -0.365
C 3.1649 -1.8566 -8.6899 0.10 -0.22 -0.01 -0.028
H -4.4199 -3.8171 2.8592 -0.28 0.10 -0.08 0.108
C -7.5928 -1.6615 3.9550 0.16 -0.17 -0.08 -0.015
O 7.9504 -0.5685 5.5344 0.04 0.07 -0.04 0.061
Br -1.6036 3.9492 -5.7982 0.10 -0.29 0.15 0.690
C -4.2732 1.9389 0.5192 -0.02 -0.18 -0.24 -0.104
C -4.9976 1.3685 -0.6926 0.41 0.99 -0.06 -0.741
N -0.3534 0.5418 -0.6494 1.02 0.21 0.53 -0.134
H 3.1432 2.5076 0.6910 0.14 0.20 0.00 0.054
H -2.0860 -1.5274 5.1805 -0.01 0.32 -0.11 0.066
H -3.9093 -2.1315 2.8682 0.05 -0.17 0.00 0.067
O 0.3647 2.0117 -5.6153 -1.99 0.38 0.78 0.048
C 8.0343 -2.9076 5.1227 0.18 0.14 0.06 -0.024
F 4.0787 -0.4348 -1.5509 -0.67 0.65 -0.42 0.122
H 8.2142 3.4280 4.4618 0.08 -0.04 -0.11 0.086
C 2.1074 0.6472 0.9906 -0.59 -0.11 0.95 -0.395
H 2.0670 -0.8437 -6.2723 0.03 0.16 -0.06 0.088
C -0.1767 2.2507 1.5660 0.53 -0.21 0.05 -0.384
H -0.2907 -2.2473 -1.1683 0.16 -0.04 0.08 0.106
Cl -5.2532 1.2784 -3.3727 -0.14 0.21 -0.05 0.641
H -3.3500 3.2656 -3.0589 0.21 -0.04 -0.19 0.115
H -0.9768 1.5530 1.8101 -0.19 0.02 0.07 0.067
O 2.1341 -1.8447 -3.1779 0.07 0.21 -0.10 -0.006
C 3.1447 -1.0197 -6.2532 0.08 -0.25 -0.26 -0.025
H 3.4332 -1.3290 -5.2636 0.03 -0.11 0.16 0.049
H -3.2033 -2.2438 6.3021 -0.07 0.05 0.15 0.062
H -8.2422 0.7040 2.5284 -0.05 0.03 0.10 0.087
H -3.2050 1.7477 0.4442 0.14 -0.02 -0.13 0.068
C -6.7668 -0.7456 3.0848 -0.07 -0.03 0.04 -0.485
C -0.6655 3.6885 1.3612 -0.90 -0.55 0.01 -0.155
H 2.1431 -2.6136 -2.6099 0.10 -0.21 0.12 0.104
H -1.4401 0.4190 -4.5448 0.20 -0.17 0.03 0.123
H -0.8247 3.2769 -1.4108 0.07 -0.14 0.15 0.100
H 5.4771 -0.5415 5.1848 -0.01 0.00 0.00 0.078
C -2.9927 -3.3431 4.4325 -0.71 0.60 -0.27 -0.241
C -2.5128 -3.5077 1.9547 -0.53 0.16 -0.47 -0.219
O 5.1819 3.3284 3.9340 -0.05 0.00 0.03 0.064
O -2.5797 1.5787 -2.0799 0.27 0.46 0.24 -0.129
H 5.6558 1.1677 2.7747 -0.02 0.00 0.02 0.053
H -0.1390 4.2015 0.5646 0.28 0.17 0.07 0.052
C 6.5835 1.7213 2.8875 -0.16 -0.07 0.08 -0.020
H -7.2603 1.1540 3.9421 -0.16 -0.05 0.03 0.089
C -1.5579 -0.7689 -2.1664 0.49 -0.47 0.19 -0.129
H -3.1175 3.4410 -1.3284 0.13 0.04 0.20 0.126
H 1.5853 4.3634 -3.6668 0.03 -0.16 -0.20 0.107
C 3.1505 0.1266 -2.3826 0.70 0.39 -0.67 -0.506
H -0.3869 -0.3600 -0.1927 -0.45 -0.12 -0.09 0.076
H 1.0617 0.9157 -3.5366 -0.11 0.29 0.11 0.102
H -2.4914 -4.5932 1.8443 0.21 -0.15 0.12 0.111
C -3.5701 -3.1563 3.0055 1.06 -0.13 0.21 -0.215
H -3.0450 -2.7201 -2.1148 -0.17 0.04 -0.05 0.111
F 3.7040 0.1195 -3.6391 -0.39 0.20 1.23 0.113
C 3.5012 -2.1063 -7.2369 -0.03 0.06 -0.03 -0.499
H -1.7225 3.6673 1.0908 -0.09 0.11 -0.19 0.046
H -0.6274 4.2432 2.2917 0.22 0.24 0.06 0.066
H 2.0898 -1.7103 -8.8046 0.02 0.15 -0.01 0.082
O 0.7147 2.9827 -2.7358 0.00 -0.38 -0.53 -0.190
C -2.1533 -3.8269 -0.5039 -0.52 0.48 -0.10 -0.219
H 7.6351 -3.6166 5.8495 -0.08 -0.07 -0.10 0.085
O 4.0320 -3.1336 -6.8842 0.01 -0.04 0.00 0.069
P 0.7753 1.5955 0.1174 0.23 1.12 -0.73 0.994
H 3.4724 -2.7124 -9.2869 0.01 -0.01 0.02 0.078
H -5.5122 3.1034 -1.9313 0.01 0.23 0.21 0.099
H 3.6872 -0.9676 -9.0464 -0.12 0.08 0.01 0.082
H -4.6006 0.4002 -0.9658 -0.32 -0.37 0.19 0.087
C -3.0438 -2.0375 5.2468 0.40 -0.53 0.12 -0.101
H -6.5678 1.2334 2.3103 -0.09 -0.02 0.08 0.015
H -2.1526 -0.7625 -3.0759 -0.01 0.10 -0.15 0.123
C -0.7251 2.2670 -5.1767 1.92 -0.23 -0.90 -0.708
O 1.1205 4.3438 -2.8225 -0.08 0.33 0.35 0.010
F 2.9725 1.4337 -2.0686 0.37 -1.19 0.18 0.124
H 1.5835 -1.0547 -1.4042 0.33 0.54 0.44 0.126
H -3.8523 -2.8697 0.3978 -0.14 0.29 -0.14 0.118
C -7.2402 0.6801 2.9590 0.28 0.03 0.01 -0.043
H 5.6042 -1.8954 4.0433 -0.05 -0.14 0.06 0.086
H 0.5031 2.2424 2.4174 0.17 -0.10 0.06 0.065
C -1.3048 1.6417 -2.7083 -0.11 -0.19 -0.13 -0.340
O -5.7737 -1.1474 2.5226 -0.22 0.29 -0.11 0.049
H 5.3588 -2.2079 5.7812 -0.03 -0.11 -0.12 0.085
C 5.8442 -1.5570 5.0527 0.08 0.27 0.06 -0.024
H -8.6095 -1.7310 3.5654 -0.05 0.09 0.10 0.086
H -4.4323 3.0134 0.5429 -0.10 0.15 0.36 0.089
H -2.6106 1.6744 -4.4543 -0.18 0.19 0.21 0.082
H -1.1131 3.7980 -3.0439 -0.24 -0.10 -0.22 0.093
C -1.5745 1.4486 -4.2333 0.21 0.04 -0.49 -0.091
H 3.6661 -0.0962 -6.5125 -0.14 0.06 -0.05 0.093
C 6.3002 3.0267 3.5879 0.00 -0.01 -0.01 -0.497
C -4.8156 2.2759 -1.9170 0.18 -0.99 -0.33 -0.634
H -2.2565 -0.6780 -1.3426 -0.20 0.34 0.02 0.100
C 3.2496 1.6269 1.3240 -0.34 0.05 -0.74 -0.160
C -2.0920 -3.1990 -1.8954 0.28 -0.29 0.43 -0.190
C -3.3814 2.7281 -2.1091 -0.59 0.18 -0.23 -0.256
C -2.7776 -2.9183 0.5598 0.44 -0.71 0.30 -0.203
C 7.3394 -1.5753 5.2638 -0.03 -0.03 0.00 -0.508
H -2.3416 -1.9210 0.5088 -0.19 0.25 -0.03 0.099
H 1.6969 0.3154 1.9470 -0.10 -0.34 0.01 0.065
C -0.6661 2.9991 -2.4569 0.09 0.70 0.85 -0.179
H 2.4487 -0.2525 0.4906 0.06 0.06 -0.37 0.051
```
Forces are in eV/Å.